No. 1
Below is a 8-piece molecular cluster, C36H90N10O8 overall at a distorted geometry, with properties calculated with the ωB97M-V functional and the def2-TZVPD basis.

Structure (XYZ):
```
144
Properties=species:S:1:pos:R:3:forces:R:3:mulliken_charge:R:1
C 2.434 5.645 1.714 0.729 -0.270 -0.499 -1.434
C 3.318 6.901 1.662 0.742 -1.595 0.602 0.388
C 3.383 7.578 3.049 -0.357 -0.321 -0.427 -0.803
O 4.136 8.791 3.020 -0.987 -0.245 0.368 -0.319
C 3.275 9.917 3.013 1.993 2.131 -0.017 -0.748
N 4.650 6.474 1.152 -1.515 0.878 -0.930 -0.523
H 2.300 5.156 0.705 0.329 0.574 1.092 0.214
H 1.474 5.872 2.126 -0.772 0.164 0.177 0.476
H 2.915 4.950 2.411 -0.116 -0.250 -0.230 0.316
H 2.895 7.543 0.930 -0.230 0.955 -0.624 0.301
H 3.831 6.875 3.740 0.651 -0.127 0.151 0.379
H 2.373 7.694 3.484 0.166 0.471 -0.408 0.402
H 3.919 10.832 2.739 -0.625 -1.286 0.905 0.253
H 2.750 10.123 3.973 0.321 -0.399 -0.557 0.287
H 2.618 9.933 2.178 -1.149 -0.566 -0.619 0.330
H 5.176 5.937 1.783 0.375 -1.043 1.266 0.225
H 5.211 7.278 0.995 0.476 0.901 -0.283 0.247
C -4.667 3.106 -1.993 1.373 -0.214 0.463 -1.459
C -3.930 1.984 -1.170 0.301 1.416 -0.951 0.958
C -2.863 1.291 -2.010 -1.930 -2.687 1.069 0.196
O -3.588 0.639 -3.069 1.180 -0.403 -0.492 -0.375
C -2.913 -0.485 -3.692 -0.018 0.992 -1.061 -0.556
N -3.355 2.545 0.060 -0.464 0.138 -0.039 -0.563
H -5.569 3.374 -1.451 -0.279 -0.013 -0.296 0.403
H -4.842 2.718 -3.016 -0.203 0.366 0.685 0.324
H -4.041 4.032 -2.045 -0.309 -0.681 -0.127 0.361
H -4.724 1.279 -0.981 -0.011 -0.631 0.460 -0.308
H -2.515 0.449 -1.344 0.405 0.804 -0.502 -0.708
H -2.059 1.936 -2.283 0.652 0.481 -0.624 0.579
H -2.596 -1.250 -2.959 -0.335 0.265 -0.207 0.121
H -1.987 -0.153 -4.274 -1.062 -0.276 0.762 0.288
H -3.649 -0.889 -4.456 0.909 0.284 1.111 0.248
H -2.583 2.049 0.529 -0.413 0.283 -0.674 0.103
H -3.155 3.521 -0.123 0.405 -0.203 0.437 0.231
C 0.949 -5.059 -1.453 1.863 -1.362 -0.496 -1.011
C -0.064 -6.190 -1.104 0.546 2.028 2.241 0.025
C -0.585 -5.948 0.376 2.031 -0.943 -2.173 -0.143
O 0.445 -6.207 1.275 -0.151 0.950 0.689 -0.413
C 0.151 -5.487 2.489 -0.018 -1.106 -0.340 -0.302
N -1.217 -6.021 -1.918 -1.631 -1.642 -1.798 -0.541
H 1.669 -4.849 -0.613 -1.104 0.063 -0.500 0.097
H 0.432 -4.157 -1.842 0.322 -0.564 0.392 0.230
H 1.688 -5.453 -2.243 -1.261 0.698 0.658 0.327
H 0.363 -7.186 -1.169 0.432 -0.113 0.082 0.411
H -1.425 -6.555 0.569 -1.281 -0.990 0.255 0.606
H -0.891 -4.940 0.464 -0.486 1.449 -0.176 -0.250
H -0.805 -5.913 2.889 0.716 0.459 0.121 0.313
H 0.036 -4.390 2.332 0.227 -0.709 0.059 0.031
H 1.024 -5.715 3.096 -0.376 0.404 0.492 0.204
H -0.966 -6.055 -2.910 0.233 0.531 0.191 0.237
H -1.718 -6.928 -1.881 -0.205 0.812 0.327 0.268
C 1.099 0.218 -0.041 0.684 -1.867 0.253 -1.212
C 0.577 -0.903 0.948 0.291 2.540 0.511 0.481
C -0.950 -0.690 1.314 0.699 -1.369 -0.363 -0.101
O -1.248 0.504 1.952 0.257 1.627 0.257 0.023
C -0.746 0.625 3.281 -1.086 -0.268 0.586 -0.887
N 0.896 -2.206 0.416 -0.808 -0.494 0.824 -0.104
H 0.971 1.193 0.425 -0.113 0.074 -0.332 0.461
H 0.638 0.120 -1.051 0.168 0.331 0.695 0.266
H 2.207 -0.012 -0.139 -1.215 0.536 -0.086 0.069
H 1.214 -0.674 1.852 -0.772 -0.810 -0.571 0.156
H -1.304 -1.468 2.043 0.307 -0.212 -1.061 0.529
H -1.516 -0.698 0.338 0.330 -0.192 1.104 -0.707
H -1.380 0.061 4.008 0.201 0.168 -0.545 0.245
H -0.794 1.671 3.583 0.041 -0.055 -0.262 0.319
H 0.253 0.245 3.417 0.487 -0.026 -0.231 0.320
H 0.323 -2.896 0.918 0.662 0.048 0.076 -0.351
H 0.513 -2.271 -0.504 -0.097 0.075 -1.004 0.234
C -5.353 1.592 3.169 -0.682 1.267 0.027 0.432
O -6.095 1.823 4.103 -0.457 -0.428 0.019 -0.690
N -4.062 1.267 3.300 1.855 -1.193 0.220 -0.196
N -5.651 1.780 1.841 -1.887 -0.163 0.543 -0.246
H -3.824 0.745 4.124 0.048 0.101 0.300 0.266
H -3.688 0.864 2.456 0.491 -0.075 0.088 0.021
H -4.894 2.138 1.298 0.654 0.415 -0.717 0.310
H -6.508 2.307 1.793 -0.075 0.054 -0.427 0.247
C 3.549 -3.514 2.435 -0.475 0.858 0.191 0.537
O 2.500 -3.515 3.067 -0.554 0.112 -0.684 -0.608
N 4.681 -3.777 3.139 0.315 -0.394 -2.267 -0.432
N 3.663 -3.177 1.100 1.293 -0.931 1.158 -0.222
H 5.556 -3.738 2.663 0.546 0.077 0.428 0.157
H 4.539 -3.664 4.094 0.349 -0.032 1.630 0.247
H 4.573 -2.966 0.709 -0.422 -0.036 0.159 0.206
H 2.851 -2.777 0.699 -1.074 0.394 -0.582 0.226
C -6.840 -3.280 -1.530 -0.146 -0.437 -0.295 -1.690
C -5.479 -4.032 -1.116 -1.646 1.132 0.726 2.166
C -4.253 -3.130 -1.281 -1.846 1.139 0.062 -1.762
C -4.239 -1.942 -0.264 -0.343 -1.358 -0.040 1.932
C -4.132 -2.613 1.129 -1.344 1.448 -0.475 -1.054
C -5.412 -3.408 1.386 -0.345 -0.576 0.175 2.024
N -5.554 -4.454 0.311 1.243 1.123 -0.229 0.049
O -6.687 -5.214 0.511 0.252 -1.353 0.620 -0.486
C -5.292 -4.171 2.729 0.381 1.356 -0.881 -1.917
C -6.577 -2.375 1.506 -0.093 -0.237 0.666 -1.577
C -5.245 -5.246 -1.982 0.935 -0.298 -0.988 -1.537
H -6.839 -2.201 -1.707 0.643 0.063 0.573 0.347
H -7.657 -3.483 -0.831 0.194 0.308 0.087 0.236
H -7.313 -3.608 -2.451 0.489 -0.655 -0.426 0.476
H -3.431 -3.811 -1.178 0.946 0.163 0.258 -0.022
H -4.326 -2.807 -2.321 0.376 0.239 -0.049 0.485
H -5.057 -1.183 -0.341 0.202 -1.051 -0.024 0.128
H -3.380 -1.355 -0.432 1.313 0.640 -0.260 -1.437
H -4.121 -1.803 1.903 0.518 -0.857 -0.356 0.159
H -3.274 -3.266 1.125 0.477 -0.101 0.331 0.098
H -5.041 -3.371 3.424 -0.323 -0.173 0.610 0.365
H -6.205 -4.692 2.973 -0.122 -0.093 0.216 0.460
H -4.439 -4.829 2.708 0.194 -0.492 -0.114 0.383
H -6.270 -1.494 2.140 -0.207 -0.783 -0.863 0.091
H -6.929 -2.069 0.520 0.112 0.370 0.397 0.381
H -7.427 -2.820 2.046 0.146 0.027 -0.246 0.467
H -4.166 -5.508 -1.862 -0.809 -0.231 -0.024 0.179
H -5.341 -4.919 -3.051 -0.149 -0.495 0.778 0.360
H -5.864 -6.133 -1.767 0.099 0.601 -0.096 0.366
H -7.424 -4.664 0.293 -1.122 0.603 -0.136 0.389
C 7.743 1.368 -2.470 -0.168 1.145 0.868 -1.781
C 6.280 1.067 -2.196 -0.849 -0.139 -1.892 2.091
C 5.898 1.215 -0.773 -0.404 -1.004 1.846 -0.778
C 5.878 2.631 -0.211 -0.387 0.442 -0.735 -0.868
C 4.917 3.498 -1.129 -0.556 -1.539 2.102 -0.679
C 5.214 3.409 -2.606 1.283 0.303 -0.034 1.947
N 5.368 1.955 -3.010 0.406 1.048 1.961 -0.039
O 5.778 1.932 -4.356 -0.763 -0.435 -0.511 -0.479
C 4.048 3.947 -3.389 -1.339 0.632 0.516 -1.977
C 6.436 4.299 -2.906 0.039 1.437 0.278 -1.657
C 5.946 -0.364 -2.669 0.884 0.129 -1.231 -2.139
H 8.506 0.738 -2.049 -0.072 -0.850 0.207 0.429
H 7.987 2.360 -2.104 0.058 -0.016 0.244 0.280
H 7.849 1.447 -3.510 0.443 -0.196 -1.519 0.441
H 4.913 0.708 -0.612 0.462 0.562 -0.132 -0.152
H 6.612 0.586 -0.206 -0.230 0.276 -0.052 0.420
H 6.884 3.036 -0.190 0.300 0.167 -0.119 0.371
H 5.566 2.594 0.853 -0.183 0.216 -0.666 0.394
H 4.901 4.578 -0.776 -0.495 -1.412 -0.425 0.441
H 3.961 2.877 -0.984 0.587 1.613 -0.067 -0.176
H 3.687 4.948 -3.005 0.759 -0.868 -0.463 0.315
H 4.310 4.014 -4.447 -0.334 0.016 0.089 0.461
H 3.195 3.274 -3.193 0.198 0.111 -0.511 0.406
H 6.701 4.322 -3.954 -0.193 0.011 -0.383 0.358
H 6.348 5.389 -2.542 -0.424 -1.611 -0.574 0.332
H 7.311 3.947 -2.413 0.607 -0.220 0.504 0.385
H 6.497 -1.058 -2.066 -0.142 -0.624 0.720 0.463
H 6.333 -0.586 -3.671 0.380 0.540 -0.021 0.423
H 4.906 -0.617 -2.838 -0.449 0.207 0.946 0.397
H 4.944 1.570 -4.682 0.504 0.046 -0.888 0.396
```
Forces are in eV/Å.

Results
SMILES   CC1(C)CCCC(C)(C)N1O.CC1(C)CCCC(C)(C)N1O.COC[C@H](C)N.COC[C@H](C)N.COC[C@H](C)N.COC[C@H](C)N.NC(N)=O.NC(N)=O
HOMO   -8.534 eV
Charge   0
Energy   -70068.0138 eV
Kohn-Sham gap   8.790 eV
Lowest unoccupied orbital energy   0.26 eV



No. 2
Below is one molecule with the formula C3H5N3O at a distorted geometry, with properties calculated with the ωB97M-V functional and the def2-TZVPD basis.

Structure (XYZ):
```
12
Properties=species:S:1:pos:R:3:forces:R:3:nbo_charge:R:1
C 0.955 -0.581 0.341 -1.288 1.782 0.391 -0.232
C -0.580 -0.256 0.156 -0.941 0.182 -0.835 0.085
C -1.383 1.020 0.156 4.304 -3.205 0.552 -0.064
H 1.700 0.353 -1.398 -0.463 -0.286 -1.439 0.367
H 2.819 0.280 -0.208 -0.908 -0.273 0.123 0.374
H 1.210 -0.341 1.401 -0.299 -0.741 -0.621 0.211
H 1.127 -1.586 0.062 -0.262 -1.406 0.326 0.199
H -0.977 1.947 0.441 -0.213 1.209 -0.163 0.231
N 1.819 0.280 -0.430 0.861 1.278 1.187 -0.863
N -2.547 0.679 -0.132 -3.910 2.803 0.366 -0.110
N -1.496 -1.170 -0.160 4.907 -1.575 1.264 -0.099
O -2.647 -0.626 -0.229 -1.788 0.233 -1.153 -0.099
```
Forces are in eV/Å.

Results
SMILES   NCc1cnon1
HOMO   -9.551 eV
Charge   0
Energy   -9706.5096 eV
Kohn-Sham gap   10.457 eV
Lowest unoccupied orbital energy   0.91 eV



The records above yield relative energy (zero: lowest compared OMol25 entry of this formula, charge and spin) values of 0.296, 4.074 eV, respectively.